Version P
DFT (ωB97M-V with the def2-TZVPD basis set) results for a structure of composition C21H42MnO21.

```
! wB97M-V def2-TZVPD RIJCOSX def2/J DEFGRID3
* xyz 2 6
Mn -0.166 0.099 -0.368
C -2.912 -3.163 -0.312
O -3.812 -2.098 0.028
C -3.293 -0.914 0.406
O -2.136 -0.613 0.359
O -4.235 -0.186 1.013
C -5.593 -0.578 1.119
H -2.277 -3.353 0.555
H -2.195 -2.973 -1.111
H -3.569 -3.994 -0.547
H -5.928 -0.985 0.166
H -6.272 0.179 1.499
H -5.632 -1.400 1.839
C 2.924 3.479 1.451
O 2.156 2.323 1.087
C 2.746 1.292 0.399
O 2.079 0.445 -0.144
O 4.019 1.521 0.220
C 4.841 0.601 -0.498
H 2.351 4.163 2.067
H 3.223 3.876 0.480
H 3.814 3.119 1.968
H 5.741 1.130 -0.804
H 4.431 0.221 -1.434
H 5.191 -0.238 0.100
C -0.014 -3.483 -3.382
O -1.032 -2.606 -3.792
C -1.367 -1.465 -3.206
O -0.918 -0.998 -2.195
O -2.359 -0.880 -3.885
C -2.844 -1.397 -5.126
H -0.308 -4.518 -3.555
H 0.429 -3.291 -2.406
H 0.791 -3.400 -4.120
H -2.010 -1.782 -5.709
H -3.331 -0.550 -5.598
H -3.538 -2.215 -4.933
C 1.739 3.886 -2.116
O 1.295 3.165 -3.251
C 0.732 1.999 -3.016
O 0.411 1.537 -1.948
O 0.462 1.330 -4.145
C 1.074 1.727 -5.398
H 0.927 4.020 -1.400
H 2.171 4.816 -2.476
H 2.530 3.338 -1.598
H 1.181 0.825 -5.996
H 2.064 2.164 -5.291
H 0.438 2.412 -5.954
C -0.694 -2.253 4.331
O -0.793 -1.496 3.147
C -0.098 -0.381 2.970
O 0.068 0.130 1.889
O 0.388 0.089 4.115
C 1.106 1.335 4.114
H -1.586 -2.066 4.933
H 0.145 -1.995 4.974
H -0.664 -3.326 4.165
H 1.718 1.385 5.013
H 0.488 2.231 4.185
H 1.715 1.346 3.214
C -2.515 2.047 2.806
O -1.713 3.083 2.267
C -1.117 2.948 1.082
O -1.080 1.967 0.393
O -0.459 4.081 0.806
C -0.531 5.275 1.566
H -1.877 1.301 3.285
H -2.943 1.453 1.997
H -3.282 2.311 3.527
H -0.288 5.072 2.609
H -1.523 5.725 1.520
H 0.142 6.028 1.161
C 3.434 -2.728 0.151
O 2.279 -3.426 0.611
C 1.068 -2.938 0.514
O 0.741 -1.946 -0.099
O 0.194 -3.700 1.169
C 0.526 -4.839 1.954
H 4.190 -3.376 0.599
H 3.557 -1.726 0.550
H 3.659 -2.783 -0.914
H 0.911 -4.592 2.941
H 1.247 -5.471 1.437
H -0.433 -5.353 1.982
*
```

Properties
- LUMO (spin up / spin down) (eV) = -3.94 / -3.94
- highest occupied orbital energy (spin up / spin down) (eV) = -15.4329 / -15.7424
- Kohn-Sham gap (spin up / spin down) (eV) = 11.496 / 11.803

---

Version Q
DFT (ωB97M-V with the def2-TZVPD basis set) results for a structure of composition C21H42MnO21.

```
! wB97M-V def2-TZVPD RIJCOSX def2/J DEFGRID3
* xyz 2 6
Mn 7.844 -9.762 17.819
C 8.982 -4.720 15.886
O 8.470 -6.053 16.098
C 9.246 -7.130 16.365
O 8.791 -8.254 16.665
O 10.531 -6.785 16.315
C 11.522 -7.822 16.475
H 8.164 -4.007 15.789
H 9.637 -4.741 15.015
H 9.576 -4.324 16.710
H 11.453 -8.386 17.405
H 12.460 -7.277 16.580
H 11.520 -8.567 15.680
C 11.663 -9.361 20.557
O 11.116 -8.042 20.500
C 10.021 -7.717 19.818
O 9.210 -8.542 19.476
O 9.862 -6.347 19.711
C 10.883 -5.372 20.217
H 12.508 -9.139 21.209
H 12.105 -9.681 19.613
H 10.957 -10.081 20.970
H 11.701 -5.286 19.502
H 11.249 -5.793 21.153
H 10.469 -4.374 20.366
C 6.331 -5.608 18.659
O 5.321 -6.439 19.194
C 5.454 -7.792 19.159
O 6.486 -8.458 18.906
O 4.246 -8.352 19.479
C 3.136 -7.590 20.067
H 7.367 -5.854 18.892
H 6.127 -4.587 18.983
H 6.402 -5.650 17.572
H 2.510 -6.987 19.410
H 3.484 -6.863 20.800
H 2.421 -8.249 20.559
C 7.895 -15.185 17.192
O 7.535 -13.878 17.497
C 7.630 -12.871 16.572
O 7.593 -11.665 16.805
O 8.081 -13.390 15.295
C 8.373 -12.489 14.307
H 7.706 -15.862 18.026
H 8.897 -15.236 16.766
H 7.248 -15.568 16.403
H 7.693 -11.642 14.391
H 8.351 -13.022 13.357
H 9.368 -12.101 14.523
C 4.606 -11.138 13.924
O 5.429 -10.813 15.062
C 5.638 -9.552 15.459
O 6.329 -9.333 16.439
O 5.152 -8.634 14.594
C 5.272 -7.265 14.763
H 3.543 -10.982 14.108
H 4.707 -12.215 13.788
H 5.012 -10.653 13.037
H 6.231 -6.883 14.413
H 5.118 -6.987 15.806
H 4.467 -6.877 14.140
C 10.926 -13.011 19.012
O 11.482 -12.411 17.862
C 10.909 -11.265 17.238
O 10.096 -10.491 17.680
O 11.489 -10.982 16.020
C 12.424 -11.765 15.367
H 11.223 -12.598 19.976
H 11.224 -14.059 19.058
H 9.836 -13.016 18.988
H 13.382 -11.691 15.880
H 12.575 -11.423 14.343
H 12.118 -12.812 15.347
C 8.975 -13.169 22.036
O 8.894 -12.095 21.168
C 7.721 -11.670 20.709
O 7.564 -10.933 19.744
O 6.647 -11.962 21.550
C 5.312 -11.570 21.275
H 8.804 -12.747 23.027
H 9.901 -13.713 21.853
H 8.175 -13.864 21.781
H 5.318 -11.434 20.194
H 4.983 -10.690 21.827
H 4.750 -12.462 21.553
*
```

Properties
- LUMO (spin up / spin down) (eV) = -3.78 / -3.81
- highest occupied orbital energy (spin up / spin down) (eV) = -15.4864 / -15.7492
- Kohn-Sham gap (spin up / spin down) (eV) = 11.710 / 11.944

---

Verdict on stability: version P comes out on top.

---

Version P
DFT (ωB97M-V with the def2-TZVPD basis set) results for an isolated molecule of C3H3FO2.

```
! wB97M-V def2-TZVPD RIJCOSX def2/J DEFGRID3
* xyz 0 1
C 0.352 -0.430 -0.118
C -0.775 0.223 0.154
C -2.019 -0.489 0.101
O -2.410 -1.584 0.055
O -3.224 0.769 0.045
F -4.444 0.160 -0.081
H 1.313 0.057 -0.116
H 0.336 -1.481 -0.364
H -0.829 1.275 0.386
*
```

Properties
- LUMO (eV) = -0.57
- structure (SMILES) = C=CC(=O)OF
- highest occupied orbital energy (eV) = -10.5849
- Kohn-Sham gap (eV) = 10.020

---

Version Q
DFT (ωB97M-V with the def2-TZVPD basis set) results for a cluster of 2 separate species, C3H3FO2 in total.

```
! wB97M-V def2-TZVPD RIJCOSX def2/J DEFGRID3
* xyz 0 1
C 0.527 2.162 -0.227
C -0.363 -2.103 0.039
C -1.290 -0.959 0.316
O 0.324 2.840 -1.161
O -0.080 -0.749 0.435
F -0.278 2.128 0.811
H -0.313 -2.730 0.902
H -0.009 -2.217 -0.920
H 1.481 1.629 -0.195
*
```

Properties
- LUMO (eV) = 0.75
- highest occupied orbital energy (eV) = -9.9003
- Kohn-Sham gap (eV) = 10.653

---

Verdict on stability: version Q comes out on top.

---

Version P
DFT (ωB97M-V with the def2-TZVPD basis set) results for a cluster of 2 separate species, C3H3FO2 in total.

```
! wB97M-V def2-TZVPD RIJCOSX def2/J DEFGRID3
* xyz 0 1
O -0.171 1.038 2.210
C -0.336 -0.102 2.347
O 0.288 -1.120 1.925
F -1.290 -0.473 3.295
H 0.153 -1.951 2.447
C 0.833 0.540 -0.446
C 1.365 1.553 -0.768
H 0.000 -0.021 -0.055
H 2.133 2.227 -1.130
*
```

Properties
- LUMO (eV) = 0.23
- structure (SMILES) = O=C(O)F.C#C
- highest occupied orbital energy (eV) = -10.4354
- Kohn-Sham gap (eV) = 10.665

---

Version Q
DFT (ωB97M-V with the def2-TZVPD basis set) results for a cluster of 2 separate species, C3H3FO2 in total.

```
! wB97M-V def2-TZVPD RIJCOSX def2/J DEFGRID3
* xyz 0 1
C 0.335 -0.871 -1.307
C 2.461 -1.913 -0.650
C 0.687 0.529 -0.977
O -0.589 -1.458 -1.810
O 3.243 -2.616 -1.154
F 2.636 -1.540 0.682
H 1.254 0.623 -1.955
H 1.369 0.631 -0.228
H -0.185 1.185 -0.893
*
```

Properties
- LUMO (spin up / spin down) (eV) = -0.51 / -0.51
- highest occupied orbital energy (spin up / spin down) (eV) = -9.0810 / -9.0858
- Kohn-Sham gap (spin up / spin down) (eV) = 8.569 / 8.577

---

Verdict on stability: version P comes out on top.